C22H37O2SiSn | ωB97M-V/def2-TZVPD

```
63
Properties=species:S:1:pos:R:3
O 0.599 0.309 -7.029
C 0.395 1.615 -7.733
C 0.318 0.984 -9.114
H 1.244 2.304 -7.586
H -0.550 2.113 -7.448
C 0.469 -0.335 -8.329
H 1.166 1.226 -9.760
H -0.666 1.062 -9.586
C 1.692 -1.114 -8.762
H 2.612 -0.528 -8.683
H 1.561 -1.417 -9.810
H 1.788 -2.017 -8.150
C -0.788 -1.170 -8.432
H -1.681 -0.613 -8.127
H -0.699 -2.061 -7.803
H -0.925 -1.484 -9.474
Sn 0.182 0.122 -0.163
C -2.358 -0.338 1.033
C -1.778 0.977 1.015
C -1.838 1.461 -0.362
H -1.539 1.590 1.887
C -2.428 0.417 -1.153
C -2.741 -0.667 -0.289
H -3.246 -1.588 -0.587
H -2.532 -0.930 1.932
H -1.641 2.491 -0.676
H -2.724 0.520 -2.201
C 1.577 -1.977 1.329
C 0.710 -2.665 0.440
C 0.981 -2.232 -0.890
H 0.013 -3.455 0.714
C 2.009 -1.212 -0.826
C 2.379 -1.074 0.571
H 3.226 -0.486 0.926
H 1.683 -2.172 2.396
H 0.600 -2.685 -1.805
H 2.535 -0.784 -1.682
O 0.918 1.085 -2.885
C 0.094 0.067 -3.576
C -0.817 0.813 -4.542
H -0.470 -0.515 -2.823
H 0.772 -0.628 -4.095
C 0.094 1.998 -4.869
H -1.726 1.200 -4.056
H -1.126 0.203 -5.388
C 0.630 2.360 -3.504
H -0.372 2.807 -5.435
H 0.921 1.595 -5.460
H -0.139 2.921 -2.932
H 1.558 2.938 -3.536
C 3.098 2.370 0.086
Si 1.413 2.263 0.882
C 1.521 1.898 2.711
C 0.433 3.829 0.588
H 3.769 1.544 0.353
H 3.542 3.304 0.460
H 3.044 2.428 -1.010
H 2.108 2.715 3.163
H 0.535 1.887 3.200
H 2.030 0.951 2.943
H 1.077 4.664 0.903
H 0.171 3.986 -0.467
H -0.489 3.870 1.185
```

Values from the calculation:
* total charge: +1
* E_tot: -1514.37113 Ha
* gap between HOMO and LUMO (spin up / spin down): 5.9 / 5.9 eV
* highest occupied orbital energy (spin up / spin down): -10.9 / -10.9 eV
* energy above the lowest of the compared OMol25 structures with the same formula, charge and spin: 0.00 kcal per mole

And the natural (NBO) charges, in e, turn out to be: O -0.578; C -0.069; C -0.467; H 0.189; H 0.179; C 0.273; H 0.219; H 0.216; C -0.625; H 0.218; H 0.221; H 0.212; C -0.629; H 0.211; H 0.212; H 0.223; Sn 1.479; C -0.239; C -0.465; C -0.457; H 0.250; C -0.263; C -0.317; H 0.245; H 0.249; H 0.256; H 0.246; C -0.262; C -0.294; C -0.252; H 0.254; C -0.475; C -0.345; H 0.247; H 0.251; H 0.261; H 0.280; O -0.580; C -0.076; C -0.436; H 0.174; H 0.202; C -0.428; H 0.193; H 0.256; C -0.066; H 0.227; H 0.237; H 0.158; H 0.199; C -1.158; Si 1.412; C -1.159; C -1.155; H 0.254; H 0.264; H 0.263; H 0.265; H 0.256; H 0.258; H 0.271; H 0.256; H 0.259